# 1
Entry from the Open Molecules 2025 dataset: a cluster of 2 separate species, C2H10NS in total in a non-equilibrium geometry (ωB97M-V/def2-TZVPD).

Spin multiplicity   2
Charge   +2
Relative energy (zero: lowest compared OMol25 entry of this formula, charge and spin)   9.0 kcal per mole
LUMO (alpha / beta)   -0.3057 / -0.4758 hartree
F_max   3.73 eV/Å
Energy   -14541.7435 eV
Kohn-Sham gap (alpha / beta)   12.52 / 9.21 eV
⟨S²⟩   0.75

Last column: Löwdin spin population.
Geometry (Å):
N  -2.37  -1.22  -0.47  0.00
H  -3.19  -0.62  -0.66  0.00
H  -1.89  -1.41  -1.38  0.00
H  -2.66  -2.12  -0.10  0.00
H  -1.62  -0.70  0.11  0.01
C  1.62  0.26  -0.97  0.07
S  0.15  0.30  0.13  0.75
C  0.96  1.07  1.55  0.08
H  1.94  -0.79  -1.07  0.03
H  1.34  0.59  -2.00  0.02
H  2.38  0.96  -0.64  0.00
H  1.44  2.05  1.27  0.02
H  1.71  0.38  1.94  0.03
H  0.20  1.26  2.29  0.00

# 2
Entry from the Open Molecules 2025 dataset: a cluster of 2 separate species, C2H10NS2 in total in a non-equilibrium geometry (ωB97M-V/def2-TZVPD).

Spin multiplicity   2
Charge   0
Relative energy (zero: lowest compared OMol25 entry of this formula, charge and spin)   12.3 kcal per mole
LUMO (alpha / beta)   0.0005 / -0.0045 hartree
F_max   4.87 eV/Å
Energy   -25393.2225 eV
Kohn-Sham gap (alpha / beta)   3.61 / 6.69 eV
⟨S²⟩   0.75

Last column: Löwdin spin population.
Geometry (Å):
C  2.14  -0.54  0.21  0.00
N  1.02  0.40  0.72  0.01
H  2.65  0.00  -0.56  0.00
H  2.79  -0.76  1.05  0.00
H  1.59  -1.43  -0.08  0.01
H  0.52  -0.14  1.43  0.01
H  0.36  0.44  -0.07  0.00
H  1.21  1.33  1.14  0.01
C  -2.35  0.31  0.26  0.05
S  -1.45  1.04  -1.19  0.42
S  -0.73  -0.88  -1.76  0.44
H  -3.21  0.97  0.40  0.01
H  -1.79  0.47  1.19  0.01
H  -2.54  -0.76  0.17  0.00
H  -0.22  -0.45  -2.92  0.02

# 3
Entry from the Open Molecules 2025 dataset: a cluster of 2 separate species, C2H10NS2 in total in a non-equilibrium geometry (ωB97M-V/def2-TZVPD).

Charge   +1
Relative energy (zero: lowest compared OMol25 entry of this formula, charge and spin)   11.2 kcal per mole
LUMO   -0.1271 hartree
F_max   1.02 eV/Å
Energy   -25390.0278 eV
Kohn-Sham gap   9.28 eV

Last column: Löwdin charge in e.
Geometry (Å):
C  -1.59  -2.13  -2.00  0.00
N  -0.44  -1.66  -1.16  0.08
H  -1.85  -1.29  -2.65  0.11
H  -1.37  -3.07  -2.49  0.10
H  -2.45  -2.27  -1.35  0.11
H  -0.79  -0.98  -0.48  0.00
H  0.32  -1.26  -1.72  0.15
H  -0.02  -2.40  -0.60  0.16
C  1.63  1.16  2.02  -0.45
S  0.40  0.14  1.18  0.41
S  -0.03  1.39  -0.42  0.36
H  1.23  2.14  2.24  0.04
H  2.46  1.30  1.34  0.04
H  1.89  0.65  2.95  0.04
H  -0.50  2.48  0.23  -0.15

# 4
Entry from the Open Molecules 2025 dataset: the ion C2H10NSi with charge +1 in a non-equilibrium geometry (ωB97M-V/def2-TZVPD).

Charge   +1
Relative energy (zero: lowest compared OMol25 entry of this formula, charge and spin)   71.9 kcal per mole
LUMO   -0.1396 hartree
F_max   6.70 eV/Å
Energy   -11595.2922 eV
Kohn-Sham gap   11.29 eV
SMILES   C[C@@H]([NH3+])[SiH3]

Last column: Löwdin charge in e.
Geometry (Å):
C  0.99  -1.34  -0.01  -0.06
C  0.22  0.04  0.49  -0.40
N  0.73  1.34  -0.19  0.10
Si  -1.80  -0.11  -0.15  0.78
H  0.55  -1.63  -0.90  0.02
H  2.00  -1.21  -0.06  0.02
H  0.68  -2.01  0.91  0.13
H  0.45  0.26  1.56  0.11
H  1.69  1.23  -0.60  0.18
H  0.53  2.19  0.40  0.18
H  0.15  1.57  -1.02  0.12
H  -1.58  0.10  -1.50  -0.09
H  -2.38  1.03  0.56  -0.08
H  -2.22  -1.44  0.49  -0.03

# 5
Entry from the Open Molecules 2025 dataset: a cluster of 2 separate species, C2H10NSi in total in a non-equilibrium geometry (ωB97M-V/def2-TZVPD).

Charge   +1
Relative energy (zero: lowest compared OMol25 entry of this formula, charge and spin)   104.3 kcal per mole
LUMO   -0.1635 hartree
F_max   5.02 eV/Å
Energy   -11593.8842 eV
Kohn-Sham gap   9.06 eV

Last column: Löwdin charge in e.
Geometry (Å):
C  -0.48  -2.07  -0.71  -0.06
C  0.44  1.37  1.04  -0.35
N  -0.91  0.72  0.78  0.08
Si  1.52  1.63  -0.40  0.87
H  -1.50  -1.95  -0.52  0.01
H  0.38  -1.73  -0.12  0.03
H  -0.26  -3.14  -0.51  0.04
H  0.61  1.92  1.91  0.00
H  -1.13  0.06  1.59  0.19
H  -0.79  0.26  -0.12  0.06
H  -1.55  1.55  0.83  0.18
H  -0.18  -2.07  -1.77  0.04
H  0.95  1.09  -1.67  -0.07
H  2.91  2.35  -0.34  -0.03

# 6
Entry from the Open Molecules 2025 dataset: a cluster of 3 separate species, C2H10O2S in total (ωB97M-V/def2-TZVPD).

Charge   0
Relative energy (zero: lowest compared OMol25 entry of this formula, charge and spin)   7.1 kcal per mole
LUMO   0.0270 hartree
F_max   0.45 eV/Å
Energy   -17166.1863 eV
Kohn-Sham gap   9.55 eV
SMILES   CSC.O.O

Last column: Löwdin charge in e.
Geometry (Å):
C  1.32  -0.43  1.45  -0.43
S  -0.28  -0.40  0.64  0.75
C  -0.95  -2.00  1.17  -0.41
H  1.89  -1.31  1.16  0.03
H  1.84  0.44  1.07  0.03
H  1.25  -0.40  2.53  0.04
H  -2.04  -2.00  1.08  0.04
H  -0.73  -2.18  2.22  0.03
H  -0.52  -2.77  0.54  0.03
O  -2.51  0.09  -1.94  -0.08
H  -1.89  0.12  -1.20  -0.06
H  -2.31  -0.74  -2.38  0.03
O  1.78  3.50  -2.18  -0.06
H  2.12  4.35  -2.51  0.04
H  1.01  3.74  -1.66  0.03

# 7
Entry from the Open Molecules 2025 dataset: a cluster of 3 separate species, C2H10O2S in total in a non-equilibrium geometry (ωB97M-V/def2-TZVPD).

Spin multiplicity   2
Charge   +1
Relative energy (zero: lowest compared OMol25 entry of this formula, charge and spin)   34.9 kcal per mole
LUMO (alpha / beta)   -0.1462 / -0.3178 hartree
F_max   7.20 eV/Å
Energy   -17155.9094 eV
Kohn-Sham gap (alpha / beta)   11.20 / 6.52 eV
⟨S²⟩   0.75

Last column: Löwdin spin population.
Geometry (Å):
C  0.55  0.40  1.39  0.09
S  0.07  -1.23  0.80  0.72
C  1.61  -1.78  -0.12  0.07
H  0.20  0.48  2.45  0.02
H  -0.01  1.24  0.94  0.03
H  1.47  0.66  1.30  0.00
H  2.56  -1.21  0.02  0.01
H  1.61  -2.82  -0.03  0.00
H  1.59  -1.43  -1.11  0.02
H  -1.40  2.08  1.07  0.00
H  -1.69  2.72  -0.33  0.00
O  -1.02  2.64  0.37  0.01
H  -2.41  -0.12  -2.49  0.00
H  -1.43  -0.89  -1.72  0.01
O  -1.70  -0.71  -2.53  0.01

# 8
Entry from the Open Molecules 2025 dataset: a cluster of 3 separate species, C2H10O2S2 in total in a non-equilibrium geometry (ωB97M-V/def2-TZVPD).

Spin multiplicity   2
Charge   +1
Relative energy (zero: lowest compared OMol25 entry of this formula, charge and spin)   28.5 kcal per mole
LUMO (alpha / beta)   -0.1603 / -0.3095 hartree
F_max   2.32 eV/Å
Energy   -27992.4976 eV
Kohn-Sham gap (alpha / beta)   9.13 / 5.07 eV
⟨S²⟩   0.76

Last column: Löwdin spin population.
Geometry (Å):
C  1.37  2.26  0.64  0.09
S  0.29  1.14  -0.23  0.52
S  -1.02  0.34  1.16  0.27
C  -0.54  -1.31  1.57  0.06
H  1.17  3.33  0.35  0.02
H  1.28  2.21  1.73  0.00
H  2.36  2.10  0.07  0.03
H  0.39  -1.43  2.19  0.01
H  -1.46  -1.48  2.16  0.00
H  -0.53  -2.00  0.73  0.00
H  6.44  -0.02  -2.87  0.00
H  5.88  -1.44  -3.14  0.00
O  5.71  -0.48  -3.30  0.00
H  -7.44  -0.92  -1.09  0.00
H  -7.12  -1.12  0.46  0.00
O  -6.78  -1.19  -0.43  0.00

# 9
Entry from the Open Molecules 2025 dataset: an isolated molecule of C2H10O2Si2 in a non-equilibrium geometry (ωB97M-V/def2-TZVPD).

Charge   0
Relative energy (zero: lowest compared OMol25 entry of this formula, charge and spin)   61.5 kcal per mole
LUMO   0.0137 hartree
F_max   4.64 eV/Å
Energy   -22087.7034 eV
Kohn-Sham gap   9.88 eV
SMILES   C[SiH2]O[Si@@H](C)O

Last column: Löwdin charge in e.
Geometry (Å):
C  -2.31  -1.03  -0.40  -0.25
Si  -2.04  0.62  0.51  0.80
O  -0.12  1.21  -0.13  -0.46
Si  1.07  0.13  -0.29  0.23
C  2.87  0.84  0.00  -0.16
O  0.73  -0.91  0.94  -0.20
H  -3.29  -0.93  -1.02  0.07
H  -1.53  -1.15  -1.07  -0.03
H  -2.24  -1.95  0.09  0.00
H  -1.69  1.23  1.88  -0.02
H  -3.02  1.38  -0.29  -0.05
H  0.93  -0.46  -1.68  0.00
H  3.51  0.26  -0.53  -0.04
H  2.89  1.83  -0.38  0.00
H  3.09  0.68  1.13  0.07
H  1.15  -1.73  1.25  0.07

# 10
Entry from the Open Molecules 2025 dataset: a cluster of 4 separate species, C2H10O3 in total in a non-equilibrium geometry (ωB97M-V/def2-TZVPD).

Charge   0
Relative energy (zero: lowest compared OMol25 entry of this formula, charge and spin)   29.9 kcal per mole
LUMO   0.0159 hartree
F_max   2.23 eV/Å
Energy   -8377.2555 eV
Kohn-Sham gap   10.07 eV
SMILES   C=C.O.O.O

Last column: Löwdin charge in e.
Geometry (Å):
C  1.78  -0.46  -0.29  -0.10
C  2.85  0.19  -0.91  -0.10
H  1.48  -0.58  0.81  0.07
H  1.04  -1.02  -0.92  0.04
H  3.42  0.88  -0.24  0.04
H  3.15  0.11  -2.02  0.07
O  -2.10  0.77  0.99  -0.08
H  -2.51  1.63  0.69  0.08
H  -1.47  0.60  0.29  -0.02
O  -0.73  -1.29  2.56  -0.07
H  -1.16  -1.45  3.41  0.04
H  -1.42  -0.95  1.98  -0.01
O  -1.37  0.59  -1.71  -0.07
H  -2.08  0.06  -2.18  0.09
H  -0.89  0.93  -2.47  0.04